Entry from the OMol25 dataset: a molecular structure, C37H31AsF9IN2O5PS3Zn (ωB97M-V with the def2-TZVPD basis set).

Each line ends with the Mulliken charge.
Geometry (Å):
Zn: -0.2203 0.5278 -1.3213  2.2643
O: -4.3552 2.3575 5.4153  -0.5094
C: -3.2569 1.6329 5.7456  0.6485
O: -3.0924 1.2868 6.8818  -0.5694
C: -2.3313 1.2946 4.6245  0.6437
C: -2.2337 2.0747 3.4728  -1.2276
C: -1.3753 1.7190 2.4506  -0.1624
C: -0.5967 0.5727 2.5761  -0.5809
C: -0.6943 -0.2158 3.7208  -0.0757
C: -1.5466 0.1540 4.7464  -1.3621
N: 0.2639 0.2510 1.5040  0.7785
C: 1.4313 -0.1523 1.7695  -0.7132
C: 2.4023 -0.4553 0.7015  0.3644
C: 3.6351 -1.0022 1.0312  -0.7772
C: 4.5482 -1.2373 0.0147  -0.6491
C: 4.1993 -0.8969 -1.2797  -0.9228
C: 2.9367 -0.3641 -1.5223  -0.3375
N: 2.0518 -0.1607 -0.5505  0.8920
H: -4.4144 2.4353 4.4552  0.3250
H: -2.8109 2.9867 3.3664  0.4260
H: -1.2947 2.3083 1.5480  0.2553
H: -0.1341 -1.1402 3.7896  0.5623
H: -1.6297 -0.4466 5.6425  0.5878
H: 1.7956 -0.2532 2.7978  0.4773
H: 3.8636 -1.2375 2.0629  0.4705
H: 5.5159 -1.6705 0.2338  0.4428
H: 4.8812 -1.0444 -2.1059  0.4789
H: 2.6200 -0.1085 -2.5287  0.2064
C: 1.3550 3.8331 -3.7302  -0.9507
As: 0.1346 3.9333 -2.2481  1.0180
C: 0.3134 5.7724 -1.6732  -1.1742
C: -1.6976 3.8542 -2.8183  -0.9561
S: 0.6293 2.7526 -0.5623  -0.7561
H: 0.8742 4.2679 -4.6065  0.3643
H: 1.6042 2.7932 -3.9238  0.1942
H: 2.2411 4.4096 -3.4658  0.3785
H: 0.1122 6.4482 -2.5046  0.3750
H: 1.3263 5.9269 -1.3061  0.3553
H: -0.3917 5.9567 -0.8651  0.3446
H: -1.8360 4.5805 -3.6200  0.4186
H: -2.3168 4.1099 -1.9600  0.2967
H: -1.9213 2.8481 -3.1568  0.2606
O: 1.6542 0.4991 -4.4884  -0.7900
S: 0.2466 0.2542 -4.1817  1.1732
O: -0.5904 -0.0033 -5.3276  -0.7084
O: -0.2827 1.3877 -3.3375  -1.0509
S: 0.1277 -1.2933 -2.8237  -0.6249
I: -2.8144 0.5814 -0.6525  -0.6965
F: 3.4017 -7.6911 0.6854  -0.2738
C: 3.3332 -6.9237 -0.4245  0.7687
F: 4.5429 -6.3617 -0.5839  -0.2883
F: 3.1563 -7.7728 -1.4565  -0.2636
C: 2.2304 -5.9127 -0.3307  0.4950
C: 0.9431 -6.3622 -0.0454  -1.3816
C: -0.0912 -5.4526 0.0545  0.3100
C: 0.1414 -4.0865 -0.1202  -0.8636
C: 1.4277 -3.6590 -0.4275  0.4711
C: 2.4758 -4.5673 -0.5325  -0.9977
P: -1.1331 -2.7668 0.0582  1.5941
C: -1.6306 -2.9915 1.8105  0.3358
C: -0.8606 -3.6570 2.7647  -0.7343
C: -1.2815 -3.7345 4.0831  -1.2781
C: -2.4797 -3.1462 4.4626  0.4166
C: -3.2449 -2.4590 3.5318  -0.7374
C: -2.8147 -2.3731 2.2184  -0.5411
C: -2.9091 -3.2615 5.8933  0.7989
F: -1.9928 -2.7361 6.7360  -0.2479
F: -3.0615 -4.5512 6.2689  -0.2788
F: -4.0712 -2.6413 6.1410  -0.2982
C: -2.5885 -3.5441 -0.7622  0.5722
C: -2.8833 -3.1329 -2.0592  -0.5112
C: -3.9605 -3.6805 -2.7437  -1.0124
C: -4.7574 -4.6306 -2.1268  0.3444
C: -4.4855 -5.0390 -0.8263  -1.3368
C: -3.4078 -4.4954 -0.1513  -0.2445
C: -5.9106 -5.2557 -2.8524  0.8677
F: -5.6148 -6.5013 -3.2892  -0.2652
F: -6.2937 -4.5513 -3.9286  -0.2772
F: -6.9961 -5.3873 -2.0609  -0.2760
H: 0.7588 -7.4196 0.0977  0.3889
H: -1.0907 -5.8077 0.2724  0.4039
H: 1.6099 -2.6066 -0.6104  0.0771
H: 3.4716 -4.2223 -0.7748  0.5708
H: 0.0681 -4.1343 2.4787  0.4889
H: -0.6839 -4.2646 4.8149  0.3991
H: -4.1677 -1.9821 3.8326  0.5190
H: -3.4020 -1.8164 1.4960  0.3757
H: -2.2728 -2.3749 -2.5357  0.1049
H: -4.1811 -3.3492 -3.7490  0.4590
H: -5.1199 -5.7711 -0.3431  0.4075
H: -3.2208 -4.8029 0.8704  0.5312

Output
F_max (eV Å⁻¹): 0.1
Net charge: -1
HOMO (eV): -5.405
2S+1: 1
Energy relative to the best compared isomer or geometry (same formula, charge and spin) (eV): 0.006
LUMO (eV): 1.36